C54H78BN2O3SeW | ωB97M-V/def2-TZVPD

Values from the calculation:
Spin multiplicity ... 3
Strongest force on any atom ... 0.015 Eh/bohr
E_tot ... -4932.9360 Ha
Net charge ... +1

CARTESIAN COORDINATES (ANGSTROEM)
C -0.02681 0.87260 -6.30380
H -5.23880 -1.76922 4.60355
H -3.20399 -0.39208 4.69731
H 2.70824 -4.22372 -0.96887
C 4.70050 1.62467 -4.49427
C 3.31292 1.84507 3.54319
C -2.50960 -3.36702 0.36362
H 0.39897 1.81291 -6.65815
H 1.95755 -0.83630 -0.52064
H -2.11841 -2.89051 -4.25402
O -1.59980 3.43183 -0.18305
H -1.34979 1.25174 6.29277
H -1.28689 -0.88764 3.04328
H 2.19616 -2.97644 2.58489
C 1.67237 -4.15911 -1.27826
H 5.08683 -0.52067 -4.43441
H 3.19387 -2.06961 -0.37754
C 1.35061 -2.58968 0.63167
H -1.97434 -0.48038 -5.07144
H 4.01727 2.52391 -6.36634
C -0.52932 -3.26959 -0.97934
H -2.97359 -5.74632 -1.13752
H -1.89740 3.91577 0.59573
O -0.29774 0.84186 -1.85351
H 6.54060 0.48076 -4.54234
C -0.31716 2.21717 4.64778
H 4.91011 -0.28237 4.32498
C -3.08387 -5.46239 -2.18413
H -1.96856 1.47243 3.42252
H 5.66638 2.86523 -2.96509
H 2.82857 -1.04250 1.01193
C 2.13675 1.96794 4.25419
H 1.92708 -5.55260 -2.88384
H 0.24571 4.32852 4.57822
H -4.97594 0.93339 4.35148
C 5.50245 3.05647 3.60325
O -0.38378 1.20555 1.67929
C 3.22061 1.64771 -2.44232
C -4.19291 1.52598 -1.78988
C 2.16648 1.24913 -4.53536
W -0.77381 0.80286 -0.07700
H 6.42634 3.18521 4.16875
C -2.46289 -4.09695 -2.48924
H -4.14904 -5.45698 -2.42069
H -2.61521 -6.24399 -2.78560
H -3.68859 -3.69019 -4.22667
H 6.44144 0.59542 4.22097
H -6.78143 0.64927 -1.23720
C 5.54789 0.40843 -4.09472
H -1.60004 3.17920 3.18290
C 0.87234 1.10183 -2.56953
H -0.94904 0.70304 -6.86095
C -1.00260 -4.04411 -2.05587
C -1.27451 2.10480 -4.55021
H 2.23015 1.20045 -5.60895
C 1.95858 1.62569 1.57519
C -4.00517 -0.14808 2.78885
C -4.64142 0.31112 -0.98367
H -1.57195 2.17117 -3.50382
H -3.02016 -3.34485 -1.92987
H 5.44517 0.38600 2.78021
H -6.04391 -0.33156 -2.50276
H 1.27781 -4.33883 1.93440
H 5.66915 0.34695 -3.01149
H 2.88858 -3.97965 1.31575
H -0.44189 -5.46476 -3.55218
H 0.80542 3.50462 6.03711
H -4.45840 -2.88133 3.47726
H 4.14125 0.75788 -6.42378
B -1.78263 -1.18851 0.14634
C 3.33325 1.49577 -3.82327
C -5.43423 1.53566 1.06147
H -3.83553 -2.71417 5.11263
H 5.78001 2.88447 2.56194
C -6.03821 -0.12636 -1.43107
H 0.40463 1.17422 6.42499
H -0.78242 3.03778 -4.83231
H -1.50396 4.08255 -0.88812
C -0.09447 -4.85583 -2.72672
H 4.07330 1.94381 -1.84734
C -1.64780 2.37440 3.92254
C 1.23745 -4.90837 -2.35462
C 0.90450 1.06259 -3.95425
N -1.49837 -2.57556 -0.17220
H 0.65947 0.06183 -6.55329
C -0.35277 0.90529 -4.80902
C -0.42807 1.12591 5.72128
C -4.86468 0.83308 3.27752
H -4.35754 -2.88065 1.42677
H -2.49295 -4.43708 0.25397
H -2.23181 -4.60935 -4.59039
H -3.18052 1.85326 -1.53732
H -1.99789 -2.49513 2.87078
H -6.21383 2.43906 2.84372
C -2.63146 -3.79927 -3.97679
C -1.94583 -1.61788 3.51470
C 3.19791 1.76362 2.15088
C -1.06540 -0.39782 -4.47242
H -0.43313 0.13199 5.27952
H 0.52425 -2.06330 1.11555
H 2.19909 2.13812 5.31955
C 4.69747 1.88314 4.18342
Se 1.66841 2.37153 -0.17456
H -6.01467 2.16777 0.40031
H -2.41477 2.64482 4.65020
H -0.89491 3.90900 5.86000
C 4.59390 1.66421 -6.01824
H -3.96064 -0.51387 -1.19907
H 4.76345 3.78342 -4.17675
H -4.84485 2.38447 -1.61017
C -4.61323 0.55253 0.51754
C -3.33117 -1.04547 3.82866
H -4.21450 1.30743 -2.85881
C 5.41322 0.56533 3.85599
H 4.17953 2.99858 5.99082
H -1.47844 -1.93410 4.44746
H 4.07247 1.84312 1.51902
C 5.39617 2.90794 -4.02084
H 5.59453 1.74059 -6.44489
H 4.93995 3.99005 3.65591
C 2.00045 1.45317 -1.82660
H 4.04959 1.24040 6.16832
C 0.84250 1.89371 3.70213
C 4.62227 2.04352 5.70023
H -6.35604 -1.03032 -0.91007
C 0.79066 1.56635 2.35698
H -2.18321 2.00712 -5.14758
C -3.43292 -2.59580 0.95495
C 1.96050 -3.52951 1.67346
C 0.80182 -3.34157 -0.56235
C -3.87512 -0.25002 1.40000
C -5.55899 1.68168 2.43332
C 2.38868 -1.57096 0.16736
H 5.63049 2.01056 6.11442
C -4.27609 -2.16513 4.27858
H 6.31966 3.05468 -4.58287
N -3.03703 -1.27125 0.86380
H -1.34320 -0.48288 -3.42209
H -0.42083 -1.24211 -4.72391
C -0.01081 3.56859 5.31829

***

C4H5NO3 | ωB97M-V/def2-TZVPD

Values from the calculation:
SMILES ... Cn1c(O)coc1=O
Strongest force on any atom ... 0.115 Eh/bohr
E_tot ... -435.8227 Ha
Net charge ... 0

CARTESIAN COORDINATES (ANGSTROEM)
O -1.71064 -0.89794 -0.60109
O 2.21784 1.21911 0.29414
C -0.80800 1.20069 -1.44373
C 1.06278 1.06912 -0.14690
H -1.66985 -1.09248 0.55637
C -0.88367 0.21621 -0.59128
H -0.19384 -1.12087 1.84445
N 0.25052 0.09796 0.19712
O 0.32869 1.84280 -1.04841
H 0.65779 -1.99526 0.41501
H 1.60223 -1.04573 1.48014
C 0.62810 -1.14062 1.06333
H -1.48194 1.64703 -2.01914

***

C46H61N5O12S | ωB97M-V/def2-TZVPD

Values from the calculation:
SMILES ... O=[N+]([O-])c1ccccc1.O=[N+]([O-])c1ccccc1.O=[N+]([O-])c1ccccc1.O=[N+]([O-])c1ccccc1.O=[N+]([O-])c1ccccc1.O=S1(=O)CCCC1.CCCCCC.CCCCCC
Strongest force on any atom ... 0.044 Eh/bohr
E_tot ... -3363.6959 Ha
Net charge ... 0

CARTESIAN COORDINATES (ANGSTROEM)
H 17.07595 11.78383 3.88345
S 15.93281 10.46867 7.05126
H 10.70020 6.30536 18.93929
C 19.19434 7.86076 8.60449
C 9.66102 5.39886 15.79612
C 20.90671 3.01343 6.02140
C 19.45518 12.36612 9.13122
C 18.49374 4.53352 16.55014
O 11.37553 7.29422 12.61606
O 18.41277 10.89012 10.51474
H 18.36963 8.44175 9.01133
H 18.47330 6.04125 9.34547
C 19.26543 4.71795 17.86015
H 12.63039 9.08924 11.37930
H 19.83538 5.65283 17.94028
H 16.78825 9.14667 3.83123
H 15.55688 8.31372 6.06588
H 20.11055 4.02163 17.88547
H 22.30280 13.15637 6.70363
C 20.58351 5.72331 8.85988
H 6.57249 5.76916 13.74674
H 21.00314 5.16773 9.70668
C 19.43767 6.54785 9.41362
H 18.95730 2.76508 19.79490
H 13.31551 16.44066 13.95768
H 19.07097 7.71566 7.52994
H 17.63237 12.01483 6.61627
H 11.50458 6.26312 16.56899
C 7.39081 3.82140 10.54122
C 19.31658 4.99158 15.36758
C 20.09589 13.59690 9.20224
H 8.67211 5.13983 19.52438
H 19.36160 10.42196 8.22633
C 8.35118 4.66839 11.08095
C 21.54523 12.88245 7.42631
O 9.95684 14.85170 14.63819
C 21.14538 3.66448 7.38785
C 17.12698 11.09576 4.72244
O 3.64490 3.80404 12.33563
O 4.59157 4.00116 14.23273
C 10.51622 5.87238 16.79225
C 12.80337 12.94988 12.39065
C 16.24381 9.79906 4.51183
C 20.96123 11.61387 7.43762
C 7.97652 5.43710 12.18266
H 21.38841 6.39155 8.54072
C 6.77542 5.19101 12.85597
H 17.29730 8.83723 6.05028
C 16.00179 7.28663 11.93617
C 14.03233 13.61791 12.24137
H 17.72852 4.34261 13.97971
C 13.66728 7.42559 12.34451
H 9.37942 4.80618 10.77774
H 12.57385 11.90708 12.22128
H 15.15714 15.29690 12.72223
H 15.07831 5.94821 13.22024
C 5.86688 4.32110 12.29036
H 17.98338 6.13138 14.06065
C 18.45894 5.14224 14.11413
H 10.79536 13.15942 13.16132
O 12.56106 5.81419 13.62433
H 17.52679 2.71476 18.69764
H 8.68004 6.07355 12.70531
C 19.84987 11.38465 8.23057
C 13.10723 15.55425 13.37176
H 21.26449 10.85166 6.73319
H 19.79382 5.95913 15.52137
N 18.43357 12.03590 10.10633
H 21.51285 14.86965 8.30816
C 21.04371 13.89753 8.23675
C 9.04043 5.07882 18.51052
C 11.75937 13.62522 12.99332
H 21.28527 3.02631 8.26111
H 21.73758 2.38512 5.68956
H 5.42828 3.04864 10.58171
C 14.64710 9.00950 10.87104
H 18.28039 3.46256 16.45485
H 19.16125 4.36098 8.00615
C 6.15864 3.64090 11.11383
C 11.86958 14.94811 13.41888
H 17.59900 5.47805 19.05177
C 8.36122 4.38818 17.52543
H 16.91627 6.77446 12.19536
N 12.46104 6.84124 12.98553
O 10.82729 16.77159 14.39221
H 20.04010 2.34473 5.98716
H 17.35786 3.18454 20.34861
N 4.63748 4.02994 13.02166
C 16.26015 9.11511 5.85796
O 14.53729 10.84766 7.10639
H 19.72369 6.80479 10.43326
H 9.92176 5.52118 14.75415
C 15.85786 8.37036 11.07382
H 20.10693 8.45311 8.72507
O 6.31617 3.51195 17.09220
C 16.73737 11.74831 6.05055
H 16.14331 12.65725 6.01485
N 10.79914 15.58772 14.19070
C 14.14293 14.91660 12.71952
H 22.15465 4.04685 7.18545
C 20.14118 4.75724 7.74015
C 18.03684 3.26005 19.49182
C 14.84886 6.72972 12.51086
C 13.54576 8.54233 11.55521
H 7.61493 3.33791 9.59711
H 16.79471 8.71158 10.64607
H 18.15107 10.72609 4.80195
N 7.24518 3.51290 17.87766
C 8.71140 4.50024 16.20175
O 16.64894 10.30802 8.30358
H 20.05765 4.20715 15.19471
O 17.69787 12.91121 10.52695
H 14.87884 13.07499 11.84277
H 20.02005 5.42723 6.88173
O 7.27700 2.92825 18.94310
H 15.28261 10.12813 4.12605
H 20.78859 3.73487 5.21125
C 10.15357 5.84847 18.12707
H 17.47921 4.94200 16.59788
H 18.93396 5.25904 13.12834
H 8.23726 4.04408 15.33845
C 18.35699 4.69823 19.13013
H 18.99823 5.15331 19.89572
H 19.81703 14.30800 9.96687
H 14.55291 9.87213 10.22675

***

C6H7O3S4 | ωB97M-V/def2-TZVPD

Values from the calculation:
Spin multiplicity ... 3
Strongest force on any atom ... 0.161 Eh/bohr
E_tot ... -2051.2004 Ha
Net charge ... -1

CARTESIAN COORDINATES (ANGSTROEM)
O 3.07709 1.63757 -0.23611
C 1.28137 -0.26299 0.32660
H -3.69583 -0.22375 -0.77622
C -1.64163 -0.67221 -0.26757
H 0.23716 1.93231 0.72456
C 0.08604 1.06616 -0.09944
H 0.63232 1.20123 -1.05488
S 1.88455 -0.19922 2.09859
S 2.75299 0.22975 -0.58642
H -2.20373 1.30127 0.15156
S -3.30404 -1.25483 -0.17839
C -1.36742 0.62026 -0.07536
O 2.32909 -0.03107 -1.97581
S 1.70875 -2.92812 -0.00726
H 2.87034 -2.22419 0.08071
C -0.63075 -1.69385 -0.32547
H 3.20922 -0.21613 1.74379
O 3.72838 -0.74969 -0.04847
C 0.66147 -1.46891 -0.05670
H -1.15637 -2.71169 -0.60944

***

C2HCl2NO | ωB97M-V/def2-TZVPD

Values from the calculation:
Strongest force on any atom ... 0.043 Eh/bohr
E_tot ... -1127.0873 Ha
Net charge ... 0

CARTESIAN COORDINATES (ANGSTROEM)
O -1.11894 -2.10683 -0.58767
Cl 2.08207 -0.53760 0.76489
N -1.67312 0.14000 -0.11715
Cl 1.76367 1.99127 -0.38293
C -1.34174 -0.99840 -0.30366
H -0.82040 0.72366 -0.05158
C 1.10847 0.78791 0.67809

***

C41H62N4O6SSi3W | ωB97M-V/def2-TZVPD

Values from the calculation:
Spin multiplicity ... 3
Strongest force on any atom ... 0.027 Eh/bohr
E_tot ... -3603.4321 Ha
Net charge ... +2

CARTESIAN COORDINATES (ANGSTROEM)
H -0.37141 0.32437 -3.10888
H 3.47401 -1.14712 -5.13382
W 0.62666 -0.44690 0.16681
C 1.40092 -2.35708 3.05866
C 0.05462 -1.65772 3.00143
O -1.67024 3.14109 1.82563
C -5.28705 0.56120 2.84962
C 1.07590 -3.59805 -2.74392
C -6.29561 -0.50066 4.89743
C 5.13056 -0.57488 -2.69237
H 4.15087 -3.46023 -0.21687
C -4.21401 1.06393 2.13714
C -3.19814 -1.02737 -1.79181
O 1.02074 -2.74521 -0.07295
H -0.35421 -1.29937 -3.82012
O -0.93181 -0.98735 -1.10949
H 4.86768 -0.02806 -3.59716
H 5.77589 -1.70313 -0.24791
C 0.23625 -3.91675 0.18111
Si 2.06900 -2.70409 -1.43402
H 0.08638 0.10080 -4.82240
C 2.67278 4.33938 2.56657
O 1.04442 1.47244 0.00722
Si 4.03626 -0.22761 -1.20341
H 1.31670 -3.40293 2.76584
C -1.76516 2.83567 -2.87886
C 2.54127 -1.70269 2.26518
H -2.92424 1.53785 -1.53413
C -0.63547 2.76454 -1.85449
C -5.11596 0.01607 4.12401
H -7.02510 -1.99231 -0.93627
H -5.98247 -1.12168 5.73470
C 2.76922 0.63796 2.17976
H 1.97028 -2.05614 -5.14773
C -2.64313 -1.71474 0.41828
H 0.99988 -4.64666 -2.44297
H -2.13070 3.85960 -2.98384
H 0.14018 -0.65127 3.40649
H 1.66717 -2.36364 4.11718
O -0.36275 1.15111 2.39664
C -2.19447 -1.21864 -0.82688
C -2.94330 1.03653 2.69916
H 3.26262 -4.79304 -0.96357
H -1.34840 2.58781 -3.85751
H 2.79688 6.33484 3.35840
H -6.88099 0.32845 5.29861
H -4.35836 1.47403 1.14537
H 1.23799 5.64233 1.69567
H 3.76363 2.70095 3.40012
H -0.62744 -3.94704 -0.48432
H -2.79285 -1.20620 -3.97046
H 4.59881 -1.46030 1.01650
H -6.28012 0.59763 2.41658
S -1.58282 1.69549 1.78746
H -1.76206 0.51281 4.40699
H 1.51923 -3.59269 -3.73756
H -6.51225 -3.26026 0.17221
H 2.81547 -2.34408 1.43442
C 2.74332 -1.64313 -4.49486
H -4.27227 -2.39998 1.61135
C 3.31833 5.38262 3.43351
H 4.23736 -3.72791 -1.95323
H 6.11733 -0.21583 -2.38178
H -6.95905 -1.08836 4.26246
H 0.05967 -3.20471 -2.81292
H 3.31763 5.07852 4.48011
C 4.18452 1.64938 -0.99243
O -1.72697 1.15074 0.41948
C -4.96014 -1.86210 -0.33609
H 3.02663 1.22518 -4.82259
C 1.63904 4.63471 1.70249
H -0.60150 4.97471 0.73862
N -0.86199 3.75645 -0.79650
H 5.24008 -1.63006 -2.94254
C 1.53845 2.35398 0.85961
H -2.24588 -2.29746 2.43587
C -4.53373 -1.35307 -1.55267
C -2.75053 0.51123 3.96687
H -0.64536 -2.21221 3.62956
H 3.53003 0.48757 2.94666
H 0.33082 2.97729 -2.30408
H 5.70841 -0.16964 0.59137
H -2.72984 0.93357 -4.43584
H 4.57772 1.90634 -0.00883
C -1.77699 -1.85353 1.55688
H -6.78665 -1.62954 0.77248
C 2.55386 1.31968 -3.84198
H 3.26536 1.82076 -3.19291
C -0.16177 4.12525 0.22814
H 4.35500 5.54577 3.13644
C -2.94430 1.89568 -2.56526
H 1.70077 1.98651 -3.98487
C 2.46291 2.01211 1.85888
C -3.98445 -2.02942 0.63265
H 3.25531 -2.48348 -4.02663
H -3.68302 -0.41088 5.65874
Si 1.94525 -0.39547 -3.31840
H 3.42131 -1.58692 2.89937
N -0.54896 -1.50124 1.65817
C 1.06605 3.68383 0.83709
N -2.88451 0.72065 -3.45412
H 0.84835 -4.80433 0.01893
H -1.72959 4.26895 -0.88670
H 3.27645 2.22315 -1.15490
C 0.13581 -0.32540 -3.81506
C 3.56834 -3.75050 -1.08791
C 2.22770 -0.86156 -1.47594
C 3.03420 2.99992 2.65373
C -2.91213 -0.51671 -3.13737
C -3.83437 -0.00400 4.66636
H -0.10202 -3.92047 1.21143
C 5.08851 -0.97337 0.18424
N 2.17737 -0.39135 1.70337
H -0.60500 1.77997 -1.40352
H -3.90014 2.38166 -2.75976
C -6.39944 -2.20331 -0.07074
H -5.26429 -1.19982 -2.34116
H 4.92128 1.99854 -1.72072

***

> Among the records above, which one has the lowest strongest force on any atom?

C54H78BN2O3SeW